3 unconnected molecules or ions with the total composition C8H16O2, computed with ωB97M-V/def2-TZVPD.

Atoms and positions in Å:
C1 0.58217 1.72091 -0.31242
H1 -1.87740 -0.19113 2.78557
O1 -0.48992 -1.71138 -2.45481
H2 1.77543 -1.03454 -0.58950
O2 1.37756 -1.90090 -0.53159
H3 0.34919 0.63321 -2.13203
H4 -0.53607 -2.61226 -2.89567
H5 0.58628 1.23609 2.51516
H6 -2.47051 -1.87118 2.77103
H7 0.47648 -0.50880 2.33518
H8 0.83100 -1.90133 0.24642
H9 -1.51292 0.09452 -0.78423
H10 1.06092 2.20076 -2.36125
H11 0.16265 -1.78249 -1.76226
H12 0.99461 3.79866 -0.39369
H13 -1.81163 -2.13000 0.36020
C2 0.80848 0.41528 1.81354
H14 1.99706 0.91519 -1.68414
C3 0.62911 2.97163 0.15122
C4 0.99980 1.34828 -1.68738
C5 0.05560 0.62900 0.52709
C6 -2.01230 -1.08212 2.19681
C7 -1.00953 -0.08686 0.17536
H15 0.30360 3.27247 1.14203
C8 -1.60542 -1.18278 0.91622
H16 1.88278 0.37900 1.65583

Properties
* lowest unoccupied orbital energy: 0.72 eV
* SMILES string: C=C/C=C(\C)C(=C)C.O.O
* energy relative to the best compared isomer or geometry (same formula, charge and spin): 60.95 kcal/mol
* molecular weight: 144.21 g mol⁻¹
* HOMO energy: -8.765 eV
* HOMO-LUMO gap: 9.49 eV

A molecular structure, C15H19BI2N6O4PtS2, computed with ωB97M-V/def2-TZVPD.

Atoms and positions in Å:
H1 -3.39189 0.78168 3.99627
H2 4.30120 -1.89663 -2.03765
C1 2.19840 -1.78718 -1.74278
H3 2.63849 -3.77775 -1.15580
C2 3.48068 0.02060 -1.93576
H4 1.73660 -3.65495 -2.66489
O1 4.82731 2.01320 -2.06900
H5 2.89381 1.70628 3.51488
C3 1.92666 1.50923 3.08528
C4 -2.24752 -1.64848 -3.74644
H6 -5.33609 -0.70041 2.71802
N1 3.45534 -1.34605 -1.93087
C5 -3.17324 0.72070 0.79478
H7 0.49345 3.04413 3.80554
H8 -1.78002 -2.35773 -4.41872
N2 -4.26075 -0.05208 0.98039
C6 -5.11190 -0.61937 -0.06141
H9 -3.32195 -1.59748 -3.87648
C7 0.38875 0.47803 1.89386
C8 0.73195 2.16409 3.23407
O2 5.78220 -0.00110 -2.13621
O3 0.30817 1.71044 -1.20226
N3 -0.20430 1.52136 2.49784
B1 -1.62644 2.19792 2.25592
H10 2.65034 -1.38873 2.52579
H11 -5.45684 0.16775 -0.72662
H12 3.92972 2.41147 -1.98061
H13 0.92568 -3.37143 -1.11418
H14 2.51967 -0.83626 0.84079
N4 1.39633 -0.73153 -1.65390
O4 2.22060 2.75037 -1.64493
S1 -0.37821 -0.76477 0.99474
N5 -2.72887 1.12439 1.99263
Pt1 -0.58442 -0.06738 -1.20713
C9 2.70215 -0.52554 1.86534
N6 1.70291 0.46725 2.24997
H15 -1.89630 2.79072 3.25810
C10 1.59052 1.72637 -1.53940
H16 -5.96723 -1.08570 0.41772
I1 -1.39730 0.27531 -4.00286
C11 -4.49494 -0.15646 2.32581
C12 4.81220 0.70142 -2.06201
C13 1.84890 -3.22839 -1.66697
H17 -4.56584 -1.36811 -0.62995
C14 -3.53487 0.57704 2.95001
H18 3.68441 -0.06715 1.93895
S2 -2.49761 1.20333 -0.72667
C15 2.18739 0.39606 -1.75050
H19 -1.50854 2.88922 1.28939
I2 -1.86881 -2.31765 -1.74212

Properties
* lowest unoccupied orbital energy: -8.48 eV
* total charge: +2
* energy relative to the best compared isomer or geometry (same formula, charge and spin): 10.93 kcal/mol
* molecular weight: 871.19 g mol⁻¹
* HOMO energy: -14.773 eV
* HOMO-LUMO gap: 6.29 eV

A molecular structure, C53H44FeIN4O6P2, computed with ωB97M-V/def2-TZVPD.

Atoms and positions in Å:
H1 0.69231 -2.81708 -1.13041
H2 -4.97493 2.53384 0.50828
C1 -2.63441 4.09700 3.57885
H3 1.93156 2.07764 -1.29792
C2 -0.81223 -3.28717 3.50259
C3 -2.21074 -2.86064 1.51017
C4 2.55382 3.92262 1.11380
C5 -4.30453 -1.91161 0.48308
C6 5.75985 -4.14459 -0.23526
O1 -1.98978 0.64259 2.86162
H4 1.09070 -2.20876 3.62144
H5 6.72642 -4.04677 0.24262
H6 -0.79123 -2.26597 -0.08158
H7 -3.23362 4.95869 3.27389
H8 -2.13780 -2.24818 -6.44903
H9 3.96782 -6.23594 -2.17874
C7 -0.14168 4.36349 3.55628
O2 -0.34195 0.77775 1.34583
O3 -5.67456 -2.69787 2.18927
C8 3.23400 -0.30644 -3.34580
I1 -1.46754 2.58170 -3.28877
C9 4.83002 -3.12914 -0.08133
C10 -5.94802 2.33940 -1.40258
C11 -3.19319 -1.65182 1.43411
C12 -4.27737 -1.37290 -0.74616
C13 1.51458 -2.15962 -1.43479
C14 3.57058 -3.21372 -0.68906
H10 -6.93413 2.22863 -0.97222
H11 1.86075 -2.55057 -2.39174
C15 1.63134 1.42234 4.86809
N1 1.07649 4.33449 2.99118
H12 3.35422 2.32628 5.77527
C16 2.78409 -1.33506 0.61760
C17 1.13917 0.72884 3.77851
C18 -0.53310 -1.00266 -5.75516
C19 2.32300 0.31342 -2.48706
C20 -1.19909 3.68631 1.52469
C21 -5.42725 -2.84438 0.98295
C22 -1.85913 -2.40702 -4.32820
H13 5.10194 -2.25882 0.49945
H14 4.02136 0.50886 1.98667
H15 -5.06448 -1.59399 -1.45443
C23 -1.07515 -1.97475 0.92794
O4 0.30034 3.08110 -0.25702
N2 2.64138 -2.17687 -0.54290
C24 0.20234 -0.57758 -4.65898
C25 -3.57905 2.64079 -1.10808
H16 5.63132 2.07885 -3.43473
H17 6.20095 -6.05652 -1.11389
H18 -6.62628 2.10734 -3.42440
C26 1.19294 3.95661 1.73693
H19 -4.36325 2.28285 -4.39611
H20 0.08445 0.48906 3.74020
H21 -2.51306 -3.64258 0.80913
C27 -1.29840 4.08103 2.87302
N3 -2.18723 -0.14670 -0.43660
H22 -2.46130 4.19751 4.65436
C28 3.80963 2.20825 -2.31452
C29 -2.40619 3.47467 0.74219
H23 -1.38572 -2.36016 -2.25058
C30 -2.05435 -0.76240 0.88322
P1 1.26827 -0.47613 1.30389
H24 -2.76011 -4.05894 3.27489
C31 0.13918 -1.78592 1.80110
H25 -3.58585 -1.35413 2.40616
H26 -3.28317 -0.03053 -2.12849
C32 1.98809 0.36854 2.72438
C33 -3.41456 2.53891 -2.49288
C34 0.23692 -2.40715 2.98041
H27 3.02050 -1.28915 -3.75055
H28 -0.65284 -3.74290 4.47067
H29 2.59866 4.59740 0.25531
C35 -5.77501 2.26322 -2.77553
H30 -0.30072 -0.61501 -6.73855
C36 -1.49905 0.29801 1.81427
C37 -0.08390 -1.06362 -3.38530
H31 -3.29861 4.02631 1.03306
C38 0.07909 3.55006 0.95118
C39 -1.12531 -1.98013 -3.23178
C40 -1.96031 -3.46474 2.84813
Fe1 -0.72814 1.47983 -0.68650
H32 0.99715 0.14588 -4.79540
H33 2.78942 2.92187 0.74285
C41 -3.21987 -0.47503 -1.13741
C42 4.22479 -5.36132 -1.59486
C43 5.47095 -5.26757 -0.99568
C44 -4.50313 2.36245 -3.32620
H34 0.95804 1.70499 5.66630
H35 -2.66578 -3.11521 -4.18839
C45 -4.85399 2.52580 -0.56884
C46 3.28115 -4.35657 -1.44394
H36 3.53232 -0.55560 0.45034
H37 5.11708 -0.16153 -4.34951
H38 3.29562 4.21767 1.85241
C47 2.97371 1.77338 4.92672
H39 4.02774 3.18831 -1.90951
C48 3.33515 0.73619 2.78745
C49 4.41574 0.32682 -3.68551
P2 0.80556 -0.49121 -1.89560
N4 -2.42792 2.73488 -0.30466
H40 -2.92920 2.15866 3.51735
O5 -5.88218 -3.59788 0.11120
C50 4.70457 1.58692 -3.16832
H41 -0.17783 4.62664 4.60830
C51 2.61972 1.57439 -1.96989
H42 2.30745 -4.48984 -1.89465
O6 -3.42783 2.95618 3.28383
C52 3.82099 1.42821 3.88613
C53 -1.56417 -1.91771 -5.59304
H43 3.11932 -1.93570 1.47152
H44 4.86570 1.70834 3.91792

Properties
* spin multiplicity: 6
* lowest unoccupied orbital energy (spin up / spin down): -0.36 / -1.97 eV
* ⟨S²⟩: 8.768
* energy relative to the best compared isomer or geometry (same formula, charge and spin): 55.93 kcal/mol
* molecular weight: 1077.65 g mol⁻¹
* HOMO energy (spin up / spin down): -7.622 / -7.622 eV
* HOMO-LUMO gap (spin up / spin down): 7.26 / 5.66 eV

A molecular structure, C25H36NO4PPt, computed with ωB97M-V/def2-TZVPD.

Atoms and positions in Å:
O1 -2.07674 0.24039 1.25017
C1 1.14121 -1.26199 4.54486
C2 1.41002 4.77511 3.13690
H1 1.13351 2.18120 -2.11348
C3 -1.72894 4.44384 -1.53342
H2 1.27744 4.02604 3.92267
C4 -2.41293 -0.41385 2.33681
N1 -0.05223 -0.60308 2.64713
C5 3.52630 3.36710 -3.08104
H3 -2.23611 -1.63468 4.90995
H4 -2.84846 2.24758 0.20583
H5 4.45212 3.61403 -3.60255
H6 -4.68898 4.65916 -2.02840
H7 -1.45002 4.77936 4.06583
C6 1.11254 -0.72829 3.27248
C7 3.76278 2.23152 -2.07264
H8 -2.78552 4.76831 0.31361
H9 2.12645 4.66326 1.09870
C8 1.56245 4.28147 -1.81865
H10 -1.93221 4.56520 -2.60181
H11 -2.50572 1.11257 -1.05783
H12 -0.66345 2.93259 2.83660
H13 2.36341 5.26630 3.33719
C9 0.06808 3.97958 1.11423
H14 -1.95274 3.51409 1.81642
H15 -4.72533 2.04392 -1.46297
C10 -1.22766 -0.87607 3.19458
P1 0.03222 2.61323 -0.11762
O2 1.92220 0.53695 1.41250
H16 -1.83197 5.72482 2.64078
H17 -3.65516 2.66427 -2.70346
C11 -1.27546 -1.41444 4.46650
H18 2.75091 1.34259 -0.38525
C12 -2.65885 2.17353 -0.86559
H19 -4.93240 4.11302 -0.38219
H20 0.38186 6.49971 2.38189
H21 -3.10815 5.97649 -0.90698
H22 -1.03513 2.52165 -2.20633
H23 4.79629 2.25625 -1.72166
H24 2.81494 3.05011 -3.85057
C13 -3.86867 2.69773 -1.63005
C14 -0.97506 3.78018 2.22090
C15 1.45293 2.83000 -1.28761
O3 -3.54002 -0.67221 2.68603
C16 -4.20898 4.13322 -1.19987
H25 1.90621 3.09762 1.86028
C17 2.96070 4.58868 -2.37045
C18 2.27935 -0.13397 2.48917
O4 3.41786 -0.29310 2.85458
H26 2.09073 -1.36680 5.05058
C19 2.82983 2.31696 -0.85372
C20 -1.08580 5.05317 3.07307
H27 0.82796 4.43213 -2.61253
H28 3.25318 2.98416 -0.10103
Pt1 -0.08587 0.71820 1.16206
H29 0.29697 6.35119 4.12408
C21 -1.39492 2.95294 -1.26553
H30 -0.88207 5.09177 -1.31924
C22 -2.95769 4.90562 -0.75668
C23 1.46739 4.09406 1.75849
H31 2.90005 5.44142 -3.04923
H32 3.63152 4.88209 -1.55792
H33 1.32495 4.99869 -1.03057
C24 0.26321 5.77822 3.19630
H34 -0.17528 4.90409 0.58410
H35 3.62319 1.26636 -2.56518
C25 -0.07134 -1.61554 5.13538
H36 -0.07931 -2.01111 6.14248

Properties
* lowest unoccupied orbital energy: -0.35 eV
* energy relative to the best compared isomer or geometry (same formula, charge and spin): 0.00 kcal/mol
* molecular weight: 640.62 g mol⁻¹
* HOMO energy: -9.151 eV
* HOMO-LUMO gap: 8.80 eV

Question: What is the energy relative to the best compared isomer or geometry (same formula, charge and spin) in the second record?
Answer: 10.93 kcal/mol

Question: energy relative to the best compared isomer or geometry (same formula, charge and spin) of number 2 (C15H19BI2N6O4PtS2)?
Answer: 10.93 kcal/mol

Question: What is the formula in the third record?
Answer: C53H44FeIN4O6P2